# 1
Computed, not measured: the molecule C9H19NO3PS at a distorted geometry, with wB97M-V/def2-TZVPD.

Geometry (Å):
P -0.4438 2.8620 -1.6789
H 2.6813 1.0594 0.9807
N -0.1268 -1.3150 0.8468
H 2.7608 -0.7220 1.5921
H -0.8930 1.7411 1.5939
H 2.4108 -0.4588 -0.2536
C 0.5758 0.0150 2.8905
C -0.3544 -1.4630 -0.6393
H -0.9791 -0.2298 -2.4885
H -1.7832 -3.2525 -0.6915
O 1.2692 2.9172 -1.9908
C 0.6420 -2.5247 -1.3945
C 2.1978 -0.0185 0.8090
H 0.6840 2.1713 0.6416
H -2.4790 -1.7084 0.1608
O -0.9556 4.2875 -0.8190
H -3.1256 0.4024 0.5693
H -1.4407 4.0661 0.0315
H -0.3874 -0.6075 3.2001
C -0.9309 1.2432 -0.7121
O 0.6410 -2.3015 1.3590
H 1.7246 -2.0936 -1.5893
S -2.7922 1.2787 -0.5111
H 0.1764 -2.6990 -2.4797
H -2.4004 -1.7496 -1.8112
H 1.4931 -0.5462 3.3624
H 0.7707 0.0999 -1.8701
H 1.8101 2.8950 -1.1453
H 0.4106 1.1041 3.2856
H 0.6616 -3.6066 -0.9008
C -1.8954 -2.0913 -0.8046
C -0.3365 -0.0669 -1.4958
C 0.5811 -0.0322 1.2182
C -0.1671 1.3442 0.7346

Forces on atoms 1 to 6 (eV/Å):
P -0.776 1.098 -3.057
H -1.296 -2.291 -0.640
N 4.162 -0.265 -0.642
H -1.320 1.428 -1.876
H 1.447 -0.998 -2.007
H -0.409 1.155 1.938

Computed properties:
charge	0
largest force on an atom	4.220	eV Å⁻¹
<S²>	0.754
E	-1374.11252	Ha
multiplicity	2
orbital gap (spin up / spin down)	8.898 / 7.842	eV
energy relative to the best compared isomer or geometry (same formula, charge and spin)	119.6	kcal per mole

Mulliken population analysis, charges in e, atoms 1 to 8:
1 P 0.1438
2 H 0.3174
3 N 0.4426
4 H 0.3540
5 H 0.3601
6 H 0.1906
7 C -1.2296
8 C 0.5894

# 2
Computed, not measured: a structure of composition C21H31CdF5P2 at a distorted geometry, with wB97M-V/def2-TZVPD.

Geometry (Å):
C -0.5666 1.1937 -0.8057
H -2.8861 -1.9316 0.8020
H -3.0575 -1.0285 -1.5684
H 2.5754 -1.7109 -3.3246
H -1.1562 -0.3821 -3.0193
H -2.3349 1.1900 -2.0829
H 1.9066 3.3265 -0.8382
C -0.6066 2.9117 -3.0580
H 1.8205 -0.6021 -1.0347
C 1.9828 2.8118 -1.8058
H -0.2004 0.1687 1.1287
Cd 1.5799 -0.2652 3.5322
H 2.0849 3.5818 -2.5852
C 0.8489 0.4812 -3.3563
H 1.8285 -3.0293 -4.2580
H 1.1614 1.0852 0.5339
C -0.1703 -0.6743 -3.4329
H 1.8825 0.1298 -3.2080
H -1.4957 2.3703 -3.4004
C 1.0338 -0.8773 -0.3088
H 2.8926 2.2010 -1.8171
H 0.6973 -3.0296 -0.5590
F -2.8845 2.2110 5.7049
C 1.2263 2.0823 5.4139
H -3.5655 0.0457 -0.2829
C 0.4879 1.1340 4.7221
C -0.8157 -3.5031 -3.1782
H 2.4450 -3.3429 -2.6081
H -1.5225 -3.3424 -0.3453
H -0.8375 2.1493 -0.2956
H -0.5273 -3.8212 -4.1876
F 2.5910 2.0079 5.3696
C -0.7710 3.1215 6.2699
P 0.3076 -2.2243 -2.6124
C -2.6637 -0.4167 -0.7259
C -1.5338 2.1554 5.6195
C 1.9475 -2.6067 -3.2494
C -2.0405 -1.3862 0.3445
H -1.5919 -0.8048 1.1629
F -1.3765 4.0971 6.9777
H 0.8236 0.9834 -4.3387
C -1.1390 -2.3278 -0.2606
C 1.3575 -2.3865 3.2762
H -0.3351 -0.9322 -4.4925
H 0.5088 -2.7345 3.8815
C 0.3528 0.3974 0.2105
P 0.5272 1.8148 -2.1394
F -1.6558 0.1822 4.2866
F 1.3340 4.0590 6.7834
H -0.7641 -4.3661 -2.5041
H 1.1739 -2.6541 2.2276
H -1.8476 -3.1313 -3.2017
H -0.0931 3.2993 -3.9486
H -0.9193 3.7549 -2.4260
C 0.1689 -2.0920 -0.8513
C 0.6161 3.0938 6.1673
C -1.8027 0.5916 -1.3330
H 1.6188 -1.3005 0.5239
H 2.2708 -2.8850 3.6362
C -0.8916 1.1571 4.8696

Forces on atoms 1 to 6 (eV/Å):
C -0.801 -0.193 2.058
H 0.364 0.140 -0.163
H -0.068 -0.348 0.555
H -0.186 -0.295 0.125
H 0.332 0.027 0.390
H 0.151 0.176 0.491

Computed properties:
charge	0
largest force on an atom	2.874	eV Å⁻¹
E	-2168.18836	Ha
multiplicity	1
orbital gap	3.734	eV

Mulliken population analysis, charges in e, atoms 1 to 8:
1 C 1.1972
2 H 0.4512
3 H 0.0537
4 H 0.4208
5 H 0.1751
6 H 0.0802
7 H 0.3990
8 C -1.6198